No. 1
DFT (the ωB97M-V functional and the def2-TZVPD basis) results for 9 unconnected molecules or ions with the total composition C30H60Br6O12S6 in a non-equilibrium geometry.

```
114
Properties=species:S:1:pos:R:3:forces:R:3
C 2.19459 3.47445 -5.56126 -0.677 -1.890 -2.718
C 0.70170 3.81507 -5.69278 0.252 0.851 0.546
C -0.14275 2.82681 -4.91889 0.530 -0.386 0.186
S 0.80859 1.26059 -4.96385 -1.375 0.838 -0.026
O 0.09983 0.27232 -5.75001 0.392 0.120 0.316
O 1.19705 0.95437 -3.59299 0.116 -0.199 -0.366
C 2.23150 1.90574 -5.84431 -0.855 1.359 1.242
H 2.64721 3.70512 -4.64793 0.419 0.348 1.582
H 2.73370 3.99271 -6.37191 -0.013 -0.234 0.426
H 0.43125 3.82761 -6.74204 -0.062 -0.070 -0.226
H 0.51020 4.81251 -5.28804 0.010 0.023 -0.210
H -1.13032 2.69774 -5.35130 -0.040 -0.257 0.220
H -0.17953 3.11086 -3.86607 -0.245 -0.167 -0.066
H 2.05643 1.63794 -6.87036 0.343 -0.082 -0.455
H 2.98329 1.35727 -5.32506 1.175 -0.251 -0.273
C -6.65206 -2.49851 -2.23779 1.437 0.615 0.884
C -6.29615 -3.99396 -2.16966 1.254 0.432 2.089
C -6.96905 -4.48114 -0.86664 -1.051 0.147 -0.969
S -6.42335 -3.26377 0.33580 -0.270 -0.574 -1.202
O -5.02346 -3.61328 0.45566 0.082 0.517 0.793
O -7.30649 -3.16772 1.47429 0.489 0.199 -0.191
C -6.50434 -1.82591 -0.80578 -0.423 -0.810 -0.271
H -7.68756 -2.44695 -2.53640 -0.264 0.384 -0.212
H -5.99128 -1.89866 -2.88374 -0.495 -0.522 -0.217
H -5.21454 -4.17779 -2.08101 -0.282 0.245 -0.176
H -6.65872 -4.53627 -2.98668 -0.597 -0.700 -1.347
H -6.83942 -5.52199 -0.55199 0.658 0.416 0.144
H -8.04077 -4.41019 -1.07446 -0.170 0.327 0.504
H -5.62984 -1.18014 -0.61716 -0.113 -0.573 -0.352
H -7.39793 -1.23315 -0.64647 -0.125 -0.051 0.507
C 1.29560 1.73627 3.71909 1.157 -0.942 1.396
C 2.12908 2.21684 4.98407 -0.006 -0.050 -2.068
C 3.61768 2.43388 4.53499 -1.823 -1.222 1.128
S 4.01002 1.04712 3.48760 -1.891 0.370 0.460
O 4.21961 -0.09176 4.38498 -0.229 0.799 -1.253
O 4.95443 1.39552 2.44971 0.132 -0.319 0.228
C 2.26861 1.10458 2.74221 1.099 -2.204 0.923
H 0.93526 2.54459 3.14783 -1.220 1.118 -0.126
H 0.53491 1.00828 4.10448 0.427 0.879 -0.808
H 2.04368 1.34713 5.59542 0.330 -0.181 1.193
H 1.68163 3.11791 5.42572 0.316 -0.414 0.051
H 4.21242 2.41651 5.41850 0.914 0.237 0.359
H 3.66565 3.29995 3.95033 0.467 1.438 -0.777
H 2.06209 0.05449 2.52219 -0.181 0.050 -0.112
H 2.31906 1.66401 1.84105 0.446 0.466 -0.660
C -4.15984 -1.57152 3.09677 -2.105 0.445 -0.622
C -3.89778 -0.08818 3.31944 -0.210 -0.267 1.431
C -2.51263 -0.03797 4.04556 -1.140 0.188 -3.312
S -1.57142 -1.39990 3.30181 -1.264 -0.640 1.091
O -1.18392 -2.29981 4.35953 -0.003 -0.135 -0.057
O -0.55905 -0.87716 2.44975 1.260 0.731 -1.105
C -2.96063 -2.01659 2.33365 0.193 -0.180 -0.941
H -5.03114 -1.72915 2.41538 0.501 0.257 0.549
H -4.47759 -2.07925 4.03069 0.869 -0.008 -0.419
H -4.70310 0.32020 3.96577 0.620 0.216 -0.495
H -3.83698 0.41132 2.36625 -0.198 0.347 -0.324
H -2.72280 -0.25992 5.01461 0.041 -0.614 2.976
H -2.05905 0.92075 3.89389 0.658 0.301 0.124
H -3.05306 -3.07883 2.05402 0.900 0.454 0.233
H -2.91540 -1.36169 1.40929 0.002 -0.979 0.725
C 5.60751 2.37592 -1.02131 0.863 0.620 -1.537
C 4.48429 1.59213 -1.68855 -0.911 0.853 -0.222
C 3.12444 1.85144 -0.99855 1.099 -3.304 1.512
S 3.20253 3.49490 -0.54537 0.875 0.761 -0.285
O 2.55138 3.80770 0.68486 -0.617 0.125 1.084
O 2.79796 4.18248 -1.73290 -0.128 1.068 -0.848
C 4.98583 3.59634 -0.32315 1.071 0.765 0.263
H 6.25268 2.60094 -1.91983 -0.230 0.372 1.286
H 6.24000 1.80549 -0.33122 -0.507 0.008 -0.036
H 4.76363 0.57122 -1.76232 -0.215 -0.961 -0.099
H 4.34208 1.99893 -2.69736 0.204 -0.241 0.027
H 3.01163 1.18563 -0.08094 0.176 0.822 -1.036
H 2.32681 1.65654 -1.68826 -0.579 0.149 -0.212
H 5.19597 3.48627 0.73859 -0.393 0.046 0.185
H 5.38114 4.62063 -0.58745 -0.677 -1.138 -0.146
C -1.31991 2.62751 0.87640 0.618 -0.820 0.806
C -0.20435 2.16674 -0.05042 -0.329 -0.976 -2.179
C -0.78343 0.97743 -0.89229 -1.090 -0.657 1.566
S -2.52736 1.41992 -1.15639 0.334 -1.905 -0.168
O -3.46223 0.34205 -0.78266 1.066 1.319 0.266
O -2.60741 1.87664 -2.51238 -0.380 0.848 -0.640
C -2.56115 2.76568 0.03490 -0.483 0.283 -0.196
H -1.00713 3.55902 1.33150 -0.278 0.287 0.190
H -1.42778 1.87522 1.68966 -0.036 0.364 -0.482
H 0.60913 1.73332 0.48006 0.818 0.126 0.598
H 0.17839 2.93074 -0.77440 -0.393 -0.296 0.858
H -0.86628 0.04756 -0.25711 0.376 0.805 -0.565
H -0.35249 0.75417 -1.86816 0.084 0.177 0.145
H -3.53287 2.63779 0.53692 0.415 0.597 -0.079
H -2.40680 3.70112 -0.52605 -0.807 -0.332 -0.013
Br 3.20042 -4.22335 4.17717 -0.064 -0.044 -0.183
C 2.02327 -3.61891 5.66202 1.161 0.060 -1.691
C 2.81078 -2.52586 6.32107 0.091 -0.934 -0.170
Br 1.85746 -2.04704 7.91586 -0.321 0.691 0.330
H 1.85615 -4.52962 6.15678 -0.130 -0.787 1.246
H 1.13366 -3.33637 5.14318 -0.605 0.594 0.006
H 2.99402 -1.75527 5.57765 -0.217 0.558 0.511
H 3.76722 -2.88803 6.68584 0.010 -0.053 -0.160
Br -0.55663 -3.56457 0.15531 1.049 0.219 0.250
C 1.38504 -2.98793 0.41598 -1.591 -1.030 0.157
C 1.68725 -2.06499 -0.69852 -0.681 0.796 -0.780
Br 3.58759 -1.84659 -0.82304 0.518 0.210 0.009
H 1.98416 -3.88728 0.48320 -0.066 -0.157 -0.399
H 1.36974 -2.53882 1.38916 0.026 0.463 0.357
H 1.18566 -1.10220 -0.56660 0.433 0.066 0.329
H 1.34130 -2.36260 -1.68830 0.162 -0.590 0.312
Br 0.30013 -4.34520 -3.38384 -0.325 -0.287 0.399
C 1.69783 -3.86297 -4.61334 -0.772 2.000 0.155
C 1.76349 -2.30945 -4.58319 -0.670 -0.740 -0.962
Br 3.05126 -1.68468 -5.95339 -0.411 -0.185 0.409
H 1.37562 -4.24699 -5.56620 0.155 0.125 -0.363
H 2.57801 -4.32088 -4.27725 1.236 -0.616 0.342
H 2.03778 -1.80371 -3.66790 0.415 -0.452 0.279
H 0.75947 -1.93750 -4.82316 0.484 0.127 -0.383
```
Forces are in eV/Å.

- E_tot (hartree) = -19915.0713
- E_HOMO (eV) = -9.8
- charge = 0
- HOMO-LUMO gap (eV) = 10.14
- molar mass (g mol⁻¹) = 1284.62
- energy relative to the best compared isomer or geometry (same formula, charge and spin) (eV) = 0.0000
- LUMO level (eV) = 0.355
- SMILES = O=S1(=O)CCCC1.O=S1(=O)CCCC1.O=S1(=O)CCCC1.O=S1(=O)CCCC1.O=S1(=O)CCCC1.O=S1(=O)CCCC1.BrCCBr.BrCCBr.BrCCBr


No. 2
DFT (the ωB97M-V functional and the def2-TZVPD basis) results for 2 unconnected molecules or ions with the total composition C4H13NO in a non-equilibrium geometry.

```
19
Properties=species:S:1:pos:R:3:forces:R:3
C -1.31124 2.38833 -0.24722 0.322 -0.587 0.651
C -0.05944 1.62630 -0.80977 -1.677 1.397 0.826
C -0.52602 0.32504 -1.46113 0.373 0.554 -1.441
C 0.45960 -0.84104 -1.38354 -0.886 0.336 0.150
N 0.92516 1.41369 0.23653 0.088 0.064 0.188
H -1.03803 3.42532 -0.06723 -0.178 0.210 -0.071
H -1.56371 1.96594 0.72704 -0.097 -0.117 0.129
H -2.22192 2.32027 -0.84036 0.163 0.135 -0.371
H 0.30608 2.44750 -1.43142 0.711 -0.935 -0.870
H -0.63413 0.53969 -2.53636 -0.090 0.035 0.171
H -1.55276 0.13037 -1.15381 0.119 -0.479 0.406
H 0.50624 -1.25595 -0.38432 0.351 0.020 0.259
H 1.41641 -0.44133 -1.70036 0.288 -0.422 0.049
H 0.10903 -1.64678 -2.02412 0.202 -0.029 -0.226
H 1.06503 2.30704 0.69987 0.210 -0.086 0.050
H 0.50586 0.81375 0.93994 0.100 -0.096 0.103
H 1.62956 -4.67043 4.21609 0.203 -0.191 0.149
H 0.63030 -5.30590 3.31418 -0.028 -0.304 -0.055
O 1.35398 -5.54181 3.90599 -0.174 0.494 -0.095
```
Forces are in eV/Å.

- E_tot (hartree) = -290.1709
- E_HOMO (eV) = -9.3
- charge = 0
- HOMO-LUMO gap (eV) = 10.04
- molar mass (g mol⁻¹) = 91.15
- energy relative to the best compared isomer or geometry (same formula, charge and spin) (eV) = 0.7074
- LUMO level (eV) = 0.763
- SMILES = CC[C@@H](C)N.O


No. 3
DFT (the ωB97M-V functional and the def2-TZVPD basis) results for C21H19NO5S in the gas phase in a non-equilibrium geometry.

```
47
Properties=species:S:1:pos:R:3:forces:R:3
C 2.42573 0.07157 -2.55533 -0.896 -0.502 -0.031
O 1.31702 0.54309 -1.76129 -0.299 0.339 0.118
C 0.26442 -0.27546 -1.25054 1.037 -0.977 -0.728
C -1.06099 0.20074 -1.90778 1.086 -2.142 0.605
C -1.87940 -0.89850 -2.18318 -2.609 1.521 -0.979
C -3.14888 -0.65672 -2.81282 1.200 -0.159 0.444
C -3.53947 0.64416 -3.17962 0.885 -0.916 0.694
C -2.66937 1.69570 -2.87911 0.188 0.249 -0.187
C -1.39414 1.48915 -2.29807 -1.037 0.337 -0.112
H 2.98761 0.95614 -2.85349 -0.212 0.037 -0.097
H 3.05939 -0.55918 -1.94370 0.031 -0.038 -0.451
H 2.05448 -0.46599 -3.43675 0.113 0.162 0.054
H 0.39006 -1.38196 -1.45226 0.128 1.161 -0.502
H -1.60352 -1.90813 -1.90822 0.039 0.079 -0.003
H -3.79352 -1.51194 -3.00421 0.048 0.204 -0.076
H -4.48706 0.79929 -3.69208 0.211 0.112 0.229
H -3.02425 2.70080 -3.13473 0.496 -0.273 0.080
H -0.71366 2.33905 -2.16966 -0.260 -0.480 0.113
C 3.80590 3.79405 1.69611 0.347 0.506 0.336
C 3.53346 3.33942 0.41719 -0.191 -0.438 -0.495
C 2.90418 2.10384 0.22571 0.398 0.390 0.113
C 2.61696 1.30536 1.32639 -0.620 0.233 0.098
S 2.05811 -0.38325 0.97847 0.456 1.555 -0.787
C 0.31182 -0.24504 0.30479 -0.711 3.135 1.883
C -0.67472 -1.11251 1.10547 -0.257 -0.539 -0.412
C -2.02157 -0.72203 1.19849 -0.394 -0.863 0.481
C -3.00547 -1.60801 1.69773 0.555 -0.151 -0.267
C -2.67007 -2.91908 2.07931 1.845 1.838 -1.104
N -3.70384 -3.88881 2.28309 -2.245 -2.009 0.748
O -3.36720 -5.07604 2.51876 -0.682 2.574 -0.516
O -4.90156 -3.50542 2.20500 2.708 -0.862 0.176
C -1.30442 -3.27622 2.08151 -0.511 0.259 -0.033
C -0.31536 -2.37528 1.64177 -0.851 -0.004 -0.014
O 2.85666 -0.83199 -0.11644 0.409 -0.732 -0.023
O 2.19963 -1.10309 2.19608 -0.736 -0.408 1.271
C 2.80799 1.78088 2.63380 0.130 0.039 -0.264
C 3.41986 3.03458 2.80507 -0.054 -0.348 0.031
H 4.33938 4.76065 1.83033 -0.503 -0.841 -0.021
H 3.83429 3.89699 -0.47374 -0.155 0.004 0.419
H 2.63911 1.76943 -0.77218 0.232 0.034 0.326
H 0.06128 0.88737 0.52818 0.465 -2.036 -0.044
H -2.35189 0.25778 0.86509 0.153 -0.128 -0.054
H -4.04629 -1.32258 1.71767 -0.003 0.112 -0.035
H -1.08170 -4.28636 2.40430 0.314 0.149 -0.022
H 0.73528 -2.62920 1.74358 -0.336 -0.237 -0.250
H 2.49277 1.17411 3.48934 0.289 0.201 -0.357
H 3.64294 3.39864 3.81201 -0.201 -0.145 -0.354
```
Forces are in eV/Å.

- E_tot (hartree) = -1640.5976
- E_HOMO (eV) = -9.6
- charge = 0
- HOMO-LUMO gap (eV) = 8.58
- molar mass (g mol⁻¹) = 397.45
- energy relative to the best compared isomer or geometry (same formula, charge and spin) (eV) = 5.9836
- LUMO level (eV) = -1.013
- SMILES = CO[C@H](c1ccccc1)[C@@H](c1ccc([N+](=O)[O-])cc1)S(=O)(=O)c1ccccc1